Record 1
Below is a molecular structure, C21H16N7O4RuS, with properties calculated with the ωB97M-V functional and the def2-TZVPD basis.

Results
lowest unoccupied orbital energy (spin up / spin down) = -0.0445 / -0.0760 Eh
energy above the lowest of the compared OMol25 structures with the same formula, charge and spin = 3.4 kcal per mole
E_HOMO (spin up / spin down) = -5.39 / -8.38 eV
energy = -54070.7891 eV
largest force on an atom = 3.7 eV/Å

Structure (ORCA input):
```
! wB97M-V def2-TZVPD RIJCOSX def2/J DEFGRID3
* xyz 0 6
Ru -5.24085 -14.28052 -3.45440
C -1.69099 -14.77534 -0.96469
C -1.23940 -16.13333 -1.16531
C -1.96539 -16.99203 -1.95086
C -3.13057 -16.46213 -2.69028
N -3.63378 -15.26949 -2.32845
C -2.88236 -14.49583 -1.50754
N -3.66919 -17.10993 -3.70844
C -4.38933 -16.77552 -4.72065
N -4.98659 -15.54048 -4.97998
C -5.64594 -15.51518 -6.18248
N -6.21708 -14.50210 -6.80566
C -6.59301 -13.32649 -6.16415
C -6.97656 -12.26586 -6.99318
C -7.18807 -11.04961 -6.45912
C -7.12461 -10.85482 -5.01208
C -6.78673 -11.91072 -4.24963
N -6.50350 -13.12603 -4.84352
C -5.43944 -16.78302 -6.84843
C -5.85902 -17.26381 -8.09188
C -5.48828 -18.60819 -8.44651
C -4.69314 -19.32525 -7.62257
C -4.23087 -18.81253 -6.39036
C -4.74551 -17.59412 -5.91023
H -1.05560 -14.05652 -0.49791
H -0.40265 -16.44151 -0.53661
H -1.59749 -17.99231 -2.15122
H -3.41103 -13.56159 -1.27640
H -7.04401 -12.44542 -8.05714
H -7.16157 -10.14571 -7.08756
H -7.44723 -9.91401 -4.61299
H -6.69566 -11.89784 -3.22842
H -6.50195 -16.66809 -8.71101
H -5.73430 -18.95581 -9.43538
H -4.31478 -20.28033 -7.97650
H -3.66571 -19.42418 -5.70734
N -2.56481 -11.08051 -4.27417
C -2.09735 -11.94660 -5.27455
C -2.77710 -13.14855 -5.05453
N -3.72680 -12.99544 -4.06499
C -3.58749 -11.75009 -3.64544
H -2.47305 -10.08376 -4.25674
H -1.20203 -11.80395 -5.86917
H -2.60042 -14.15240 -5.42483
H -4.20006 -11.27219 -2.90867
O -6.42826 -15.63727 -2.59690
S -6.83707 -14.73774 -1.35677
O -6.62791 -15.37142 -0.08668
O -5.74919 -13.55725 -1.61440
O -8.20312 -14.28117 -1.59801
*
```

Here are the Mulliken charges for atoms 1 to 8, given in e: Ru 0.3226; C -1.0571; C -0.0525; C -1.2267; C 0.3663; N 0.5472; C -0.0361; N -0.4651

Record 2
Below is a molecular structure, C21H17AgN5PSSe, with properties calculated with the ωB97M-V functional and the def2-TZVPD basis.

Results
lowest unoccupied orbital energy = -0.0554 Eh
energy above the lowest of the compared OMol25 structures with the same formula, charge and spin = 0.0 kcal per mole
E_HOMO = -7.11 eV
energy = -118972.1714 eV
largest force on an atom = 3.3 eV/Å

Structure (ORCA input):
```
! wB97M-V def2-TZVPD RIJCOSX def2/J DEFGRID3
* xyz 0 1
Ag -0.16648 -0.15715 0.74835
Se -0.73435 -7.69972 -1.51715
N -1.83843 -6.21809 -2.01302
C -1.13375 -5.20944 -1.55395
C -1.67794 -3.84437 -1.68680
C -3.00706 -3.58947 -2.16589
C -3.46479 -2.28459 -2.09475
C -2.70882 -1.28631 -1.46350
N -1.44953 -1.49643 -0.96748
C -0.92122 -2.73983 -1.07425
C 0.42518 -3.00605 -0.50570
N 1.04265 -2.00440 0.14320
C 2.27728 -2.22252 0.64249
C 2.93632 -3.40988 0.56753
C 2.25992 -4.53533 0.10492
C 0.97209 -4.37564 -0.43269
C 0.19024 -5.45580 -0.89423
N 0.58994 -6.74911 -0.81191
H -3.56456 -4.46491 -2.43947
H -4.46308 -2.03015 -2.40980
H -3.14803 -0.29076 -1.27175
H 2.72475 -1.36919 1.14510
H 3.97248 -3.47818 0.94077
H 2.61548 -5.54681 0.19183
S 3.64295 1.29753 3.36568
C 2.22691 0.66936 2.88879
N 1.15447 0.26402 2.52652
C -2.23307 2.85411 0.34048
P -0.49188 2.29185 0.43130
C -0.10027 2.41526 -1.34696
C 0.28172 3.86625 0.93502
C -0.15324 5.12064 0.45606
C 0.48840 6.27946 0.90043
C 1.61958 6.22187 1.68503
C 2.12123 4.96899 2.11850
C 1.48216 3.83544 1.62838
H -2.56181 3.60602 1.09471
H -2.84013 1.91524 0.44595
H -2.39292 3.29439 -0.64573
H -0.57680 3.28856 -1.82159
H -0.48761 1.51359 -1.87181
H 1.01988 2.44043 -1.36156
H -1.02017 5.18627 -0.21394
H 0.11458 7.28979 0.59789
H 2.11016 7.13314 2.08062
H 2.96840 4.85565 2.75843
H 1.89918 2.85628 1.82593
*
```

Here are the Mulliken charges for atoms 1 to 8, given in e: Ag -0.2188; Se 0.1980; N -0.8297; C 0.9687; C 0.4805; C -0.6818; C -0.7090; C -0.1430

Record 3
Below is a gas-phase ion, C21H17F2N2 (charge +1), with properties calculated with the ωB97M-V functional and the def2-TZVPD basis.

Results
lowest unoccupied orbital energy = -0.1156 Eh
energy above the lowest of the compared OMol25 structures with the same formula, charge and spin = 37.9 kcal per mole
E_HOMO = -12.24 eV
energy = -30460.7094 eV
largest force on an atom = 2.7 eV/Å

Structure (ORCA input):
```
! wB97M-V def2-TZVPD RIJCOSX def2/J DEFGRID3
* xyz 1 1
F 2.25314 -3.73389 -1.25760
C 2.08955 -3.40653 0.08126
C 2.98408 -3.81546 1.08075
C 2.80607 -3.36970 2.40256
C 1.64432 -2.66466 2.77652
C 0.73038 -2.33596 1.76818
C -0.68613 -1.90775 2.22082
C -1.81209 -2.02915 1.18889
C -2.98440 -1.49164 1.68802
C -4.16100 -1.54106 0.95653
C -4.20384 -2.30553 -0.22257
C -3.04360 -2.92896 -0.67585
F -3.01929 -3.69209 -1.84052
C -1.85379 -2.88988 0.05004
C 0.97443 -2.65337 0.42842
H 3.86767 -4.36657 0.75182
H 3.53312 -3.69054 3.17535
H 1.40229 -2.60197 3.85297
H -0.95629 -2.61864 3.11207
H -3.02258 -1.14425 2.73530
H -5.04635 -1.03161 1.35207
H -5.09330 -2.38420 -0.83725
H -1.06980 -3.64287 -0.22542
H 0.18068 -2.54906 -0.35840
C -3.56752 0.38552 7.28090
C -2.59794 0.59893 6.12746
C -2.26559 -0.35290 5.13396
C -1.32282 0.04150 4.12943
C -0.73666 1.30286 4.15487
C -1.06701 2.26108 5.06450
C -1.99908 1.92101 6.07787
N 0.06985 1.46507 3.04944
C -0.00453 0.36040 2.36469
N -0.78634 -0.53659 2.90874
H -3.69866 1.32238 7.89030
H -4.57284 0.09068 6.92381
H -3.23148 -0.40713 7.97955
H -2.72972 -1.34465 5.18276
H -0.62679 3.24628 4.95875
H -2.30428 2.69661 6.85559
H 0.59786 2.27207 2.75378
H 0.56214 0.12478 1.51722
*
```

Here are the Mulliken charges for atoms 1 to 8, given in e: F -0.2862; C -0.0426; C -0.5382; C -0.5948; C -0.6179; C -0.0107; C 0.3832; C 0.0800

Record 4
Below is C21H17FN2O4S in the gas phase, with properties calculated with the ωB97M-V functional and the def2-TZVPD basis.

Results
lowest unoccupied orbital energy = -0.0006 Eh
E_HOMO = -8.62 eV
energy = -46775.7421 eV
largest force on an atom = 1.0 eV/Å

Structure (ORCA input):
```
! wB97M-V def2-TZVPD RIJCOSX def2/J DEFGRID3
* xyz 0 1
O -0.78396 -3.12303 -1.36774
C -1.18838 -2.29410 -0.57098
N -2.32787 -1.57208 -0.84695
C -2.88279 -0.61210 -0.04726
C -4.01065 0.10607 -0.44993
C -4.54866 1.06174 0.38304
C -3.97759 1.31902 1.62829
C -2.86678 0.61744 2.03559
C -2.29807 -0.35754 1.20822
C -1.12564 -1.09387 1.55820
C -0.56457 -1.98668 0.71599
C 0.74642 -2.66139 1.01075
N 1.87359 -1.97145 0.42300
S 2.81717 -0.95132 1.31838
O 2.53043 -1.20424 2.69997
O 4.16269 -1.08691 0.84391
C 2.27932 0.71539 0.91569
C 2.89013 1.38003 -0.13123
C 2.42971 2.62959 -0.50686
C 1.36523 3.17818 0.18964
C 0.76816 2.53487 1.26062
C 1.24158 1.28640 1.62417
H 0.82899 0.75276 2.46316
H -0.04648 3.00762 1.78581
F 0.89702 4.38383 -0.18473
H 2.87513 3.17450 -1.32357
H 3.72096 0.91157 -0.63351
C 2.05085 -1.94949 -1.00524
C 1.43798 -0.76260 -1.69019
C 1.73720 -0.17726 -2.88533
C 0.81450 0.88505 -3.05394
C 0.02553 0.87059 -1.94925
O 0.39345 -0.12457 -1.11835
H -0.79708 1.48295 -1.63718
H 0.75283 1.55975 -3.88264
H 2.51226 -0.46956 -3.56282
H 1.61012 -2.86528 -1.41648
H 3.12707 -1.95307 -1.20238
H 0.94005 -2.68104 2.08353
H 0.72712 -3.68289 0.61526
H -0.67488 -0.91359 2.52398
H -2.41772 0.80952 2.99867
H -4.41118 2.07043 2.27002
H -5.41993 1.61611 0.06898
H -4.45225 -0.09528 -1.41511
H -2.76104 -1.76403 -1.74319
*
```

Here are the Mulliken charges for atoms 1 to 8, given in e: O -0.7195; C 0.1561; N 0.1056; C -0.0907; C -0.7525; C -0.5992; C -0.7229; C -0.6599

Record 5
Below is a molecular structure, C21H17FN4O3, with properties calculated with the ωB97M-V functional and the def2-TZVPD basis.

Results
lowest unoccupied orbital energy = -0.0238 Eh
energy above the lowest of the compared OMol25 structures with the same formula, charge and spin = 393.5 kcal per mole
E_HOMO = -8.45 eV
energy = -36856.3283 eV
largest force on an atom = 19.4 eV/Å

Structure (ORCA input):
```
! wB97M-V def2-TZVPD RIJCOSX def2/J DEFGRID3
* xyz 0 1
C -2.54316 -1.97032 -1.76847
C -2.25400 -2.68577 -0.52256
H -1.38588 -3.25512 -0.56618
H -3.25395 -3.26500 -0.27413
O -2.09957 -1.89833 0.36052
C -3.20757 -1.29062 1.22148
O -4.39422 -1.63656 1.20163
C -2.68731 -0.12058 2.04621
N -1.68392 0.69487 1.50634
C -0.26843 0.54265 1.86309
C 0.34893 1.64530 1.07977
C 1.72276 1.65224 0.93318
N 2.46622 2.17955 0.14320
N 3.82688 2.33080 0.19215
C 4.52622 1.09291 -0.14686
O 5.67113 1.10578 -0.01268
C 3.75735 -0.31037 -0.10613
C 3.86848 -1.29569 0.76394
C 3.24747 -2.28094 0.50333
C 2.14474 -2.40127 -0.31525
C 1.95677 -1.38568 -1.40687
C 2.65804 -0.15229 -1.02137
H 2.63126 0.69943 -1.79355
H 1.19707 -1.39531 -1.92224
C 1.32220 -3.40197 -0.77922
N 0.67765 -4.42941 -0.63214
H 3.30452 -3.39347 1.24949
F 4.83482 -1.00645 1.64968
H 4.21462 3.08586 0.14238
H 2.39859 0.82633 1.76534
C -0.54481 2.19956 0.16169
C -0.49356 3.00147 -0.93794
C -1.59033 3.45115 -1.43004
C -2.88453 2.75261 -1.11292
C -3.01436 1.88504 -0.07397
C -1.77469 1.76686 0.60904
H -3.91463 1.54417 0.01889
H -3.74798 3.22334 -1.35299
H -1.59479 4.18105 -2.23222
H 0.38471 3.55809 -0.98621
H 0.13922 -0.14908 2.79606
H -2.42114 -0.58303 3.29295
H -3.62276 0.42842 2.48956
H -2.76724 -2.84980 -2.61270
H -3.58056 -1.27258 -1.89496
H -1.57028 -1.41784 -2.08833
*
```

Here are the Mulliken charges for atoms 1 to 8, given in e: C -0.8518; C -0.1856; H 0.2690; H 0.2990; O -0.1640; C 0.6007; O -0.5743; C -0.9983